15
Properties=species:S:1:pos:R:3:forces:R:3 method="wB97M-V/def2-TZVPD" largest_force_ev_per_a=4.84 homo_energy_ev=-9.04 relative_energy_kcal_mol=65.3 spin_multiplicity=1 gap_ev=10.0
O 3.55918 -5.04474 -1.15758 -0.2441 1.1776 2.6422
N -2.55982 4.50890 -1.20418 -0.9760 -0.1806 -1.2177
N 2.25466 -5.22837 0.72188 0.4296 -0.8914 -1.0794
N -3.13361 4.21026 1.38967 0.1032 1.1764 -4.6888
C 3.28936 -4.67096 -0.00419 -0.2572 -2.5822 -1.6637
C -2.51023 5.16739 0.20762 0.0884 -1.1468 -0.5318
H -3.57695 4.25136 -1.51626 2.8480 0.9605 0.5815
H 1.75649 -4.72836 1.41420 -0.0871 0.2791 0.7583
H -2.63750 3.30400 1.08932 -1.6589 1.3153 0.6367
H -4.17510 4.24243 1.01356 2.6308 -0.9480 1.2003
H 3.91912 -4.11475 0.68114 0.4043 1.1874 -0.4661
H -1.41995 5.30583 0.35937 -0.8097 -0.0109 0.3623
H -3.03990 6.15601 0.27759 0.4002 -1.0348 -0.1179
H 1.95152 -6.16947 0.47093 -0.2458 0.8301 -0.1914
H -1.85458 4.69678 -2.10134 -2.6258 -0.1317 3.7754

***

13
Properties=species:S:1:pos:R:3:forces:R:3 method="wB97M-V/def2-TZVPD" largest_force_ev_per_a=0.37 homo_energy_ev=-9.74 relative_energy_kcal_mol=28.9 spin_multiplicity=1 gap_ev=10.8
O -2.31253 -1.15677 -1.96700 0.3106 0.0142 0.2087
N -1.04994 -0.11540 -0.37639 -0.1990 -0.0388 -0.1058
C -1.31567 -1.10312 -1.27762 -0.0727 0.0636 -0.0202
C 0.03706 -0.16941 0.55521 0.0300 -0.1027 0.1092
C 0.63448 1.13259 0.99577 -0.0433 0.1522 0.1039
C 1.41414 0.22487 0.09187 0.1523 -0.0801 -0.1089
H 2.26379 -0.31348 0.50078 -0.1572 0.0840 -0.0497
H -0.50897 -1.86056 -1.31992 -0.0862 0.0803 -0.0450
H -1.80224 0.54199 -0.21832 0.0820 -0.0639 0.0064
H 0.21958 2.03796 0.56169 0.0670 -0.1536 0.0491
H 1.51520 0.52349 -0.94704 -0.0463 -0.0669 0.1604
H 0.93833 1.22485 2.03406 -0.0588 -0.0341 -0.1871
H -0.02618 -0.95597 1.30669 0.0216 0.1457 -0.1209

***

70
Properties=species:S:1:pos:R:3:forces:R:3 method="wB97M-V/def2-TZVPD" largest_force_ev_per_a=0.30 s2=6.022 homo_energy_ev="-7.66 / -7.65" relative_energy_kcal_mol=0.0 spin_multiplicity=5 gap_ev="7.8 / 7.7"
Cr 0.22342 1.31604 0.24672 0.0018 0.1608 -0.0547
P 2.58174 0.61144 0.14189 -0.0612 -0.0999 -0.0480
P -2.14237 0.63883 0.02749 0.0840 -0.0307 0.0162
O 0.29293 3.06581 -0.70134 -0.0022 -0.0364 0.1354
N 0.20676 -0.31115 1.42684 0.0108 0.0167 0.0590
N -1.88290 2.57242 -3.49926 0.0095 -0.0225 0.0017
N -3.30568 6.07864 -1.12665 0.0096 -0.0111 0.1539
N -0.56257 4.74000 0.55711 0.0515 -0.0702 -0.0109
C 1.77327 -1.54536 -1.40153 -0.0152 -0.0143 0.0199
C 5.29691 1.18848 0.56793 -0.0169 0.0119 -0.0175
C -3.38166 -1.39779 -1.45449 -0.0168 -0.0104 0.0247
C -1.53690 -1.25016 -3.52566 -0.0150 0.0017 0.0147
C 2.67608 -0.48926 1.60944 0.0147 0.0083 -0.0423
C -0.61361 3.96644 -0.56455 0.0142 0.0601 -0.0407
C 1.81709 -2.40594 -2.48664 0.0110 0.0140 -0.0214
C 2.71431 -0.51837 -1.28253 0.0389 -0.0695 0.0603
C 6.29838 3.28336 -0.05159 0.0198 -0.0169 0.0100
C -2.26765 -0.47049 1.48913 -0.0283 -0.0233 -0.0585
C 0.89033 -2.27986 2.28113 -0.0022 0.0278 -0.0056
C 3.71714 -1.22326 -3.35759 -0.0001 0.0025 -0.0032
C -0.53088 -2.28244 2.22689 0.0064 0.0130 -0.0068
C 6.40954 2.01118 0.49632 0.0017 0.0153 -0.0037
C 1.30062 -1.06097 1.79717 -0.0161 -0.0121 0.0095
C -1.76238 3.28864 -2.60316 -0.0119 0.0213 0.0194
C -5.63194 3.60934 0.15656 -0.0016 0.0143 0.0080
C -2.56427 -2.17747 -3.57492 0.0028 0.0101 0.0009
C -1.63339 4.16000 -1.49526 -0.0463 0.0525 0.1440
C -4.44518 1.87009 -1.00692 -0.0019 0.0102 -0.0155
C -5.47347 2.80219 -0.95779 0.0197 0.0014 -0.0127
C -1.42955 -0.39494 -2.43721 0.0258 0.0161 -0.0219
C 3.68537 -0.36431 -2.26791 0.0020 0.0447 -0.0096
C -2.34456 -0.46630 -1.39285 0.0040 0.0111 -0.0263
C -4.75759 3.49271 1.22932 -0.0012 0.0003 -0.0001
C -2.57287 5.20259 -1.29128 -0.0242 -0.0029 -0.2965
C -0.90914 -1.06516 1.71232 0.0089 -0.0319 0.0026
C -3.57122 1.74554 0.06707 -0.0541 -0.0291 0.0482
C 2.78566 -2.24437 -3.46812 -0.0098 -0.0167 0.0064
C -3.49040 -2.24929 -2.53964 -0.0065 -0.0030 -0.0049
C 4.06409 1.63982 0.09848 0.0262 -0.0266 0.0208
C 5.07534 3.73597 -0.52241 -0.0208 0.0064 -0.0065
C 3.95603 2.91872 -0.44258 -0.0122 0.0161 -0.0139
C -3.72712 2.57013 1.18301 -0.0071 -0.0012 -0.0335
H -2.65371 -2.84223 -4.42451 0.0012 -0.0040 -0.0010
H 1.00894 -1.68160 -0.64383 0.0025 0.0086 -0.0336
H 2.99339 3.26753 -0.80163 0.0022 0.0013 0.0081
H -4.86813 4.13524 2.09292 -0.0028 0.0014 -0.0004
H -6.13901 2.90847 -1.80417 -0.0046 -0.0050 0.0000
H 4.41750 0.42969 -2.19217 0.0021 0.0069 0.0104
H 4.98959 4.72690 -0.94858 -0.0005 0.0000 -0.0008
H 2.97998 0.13398 2.45704 0.0059 -0.0033 -0.0012
H -4.29854 -2.96775 -2.58238 0.0002 -0.0030 0.0014
H -3.02584 -1.23855 1.33258 0.0062 0.0063 0.0202
H -0.82175 -1.17822 -4.33436 -0.0008 -0.0006 0.0015
H 5.38913 0.19361 0.98600 -0.0019 -0.0090 0.0028
H -6.42158 4.34819 0.18206 -0.0011 0.0015 0.0005
H -1.19116 -3.07560 2.54118 -0.0036 0.0019 0.0062
H 1.52885 -3.07458 2.63417 0.0026 0.0005 0.0061
H -4.30808 1.26395 -1.89292 0.0004 -0.0094 -0.0024
H -0.64153 0.34978 -2.42347 -0.0102 -0.0193 0.0188
H 3.42275 -1.27296 1.47591 0.0003 -0.0100 0.0022
H 4.47312 -1.09179 -4.12077 0.0018 0.0014 -0.0009
H 7.16980 3.92251 -0.10933 0.0006 0.0029 0.0004
H 1.08300 -3.19724 -2.56753 0.0003 0.0000 0.0005
H -3.02969 2.50482 2.01170 0.0001 -0.0017 -0.0014
H -4.11195 -1.45433 -0.65544 0.0054 0.0034 -0.0052
H 2.81255 -2.91334 -4.31856 0.0023 0.0005 -0.0029
H -2.59059 0.13948 2.33815 0.0203 0.0073 -0.0036
H -1.15751 5.54929 0.63155 -0.0016 0.0101 -0.0289
H 7.36486 1.66095 0.86465 0.0000 -0.0031 -0.0001
H 0.31686 4.75754 1.04451 -0.0192 0.0065 0.0024

***

14
Properties=species:S:1:pos:R:3:forces:R:3 method="wB97M-V/def2-TZVPD" largest_force_ev_per_a=0.67 homo_energy_ev=-9.92 relative_energy_kcal_mol=60.3 spin_multiplicity=1 gap_ev=10.9
O 0.15136 1.99665 0.55935 -0.0735 0.0521 0.2256
C 2.11542 0.53956 -0.80365 -0.1391 -0.4351 -0.1443
C -0.76848 0.94049 0.40977 -0.4138 -0.1127 0.0825
C -0.59122 -1.65589 0.11997 0.0293 0.0092 0.0578
C -0.35056 -0.27781 -0.52144 0.0913 0.0851 -0.0264
C 1.05865 -0.03820 -0.82529 0.4543 0.4587 0.1803
H -1.04042 0.53381 1.39260 -0.0051 -0.0319 -0.0978
H -0.93642 -0.24329 -1.45059 0.1700 0.1349 0.1717
H -0.22576 -2.44909 -0.54168 -0.1068 0.1573 0.0904
H -1.65604 -1.83632 0.31077 0.1767 0.1390 -0.0569
H -0.05474 -1.75014 1.06974 -0.0493 0.0855 -0.1041
H -1.64390 1.43460 -0.01478 -0.0633 -0.2563 0.0392
H 0.93093 1.69502 1.04388 -0.2068 -0.0800 -0.2130
H 3.01119 1.11060 -0.74866 0.1359 -0.2057 -0.2049

***

9
Properties=species:S:1:pos:R:3:forces:R:3 method="wB97M-V/def2-TZVPD" largest_force_ev_per_a=1.01 homo_energy_ev="-9.15 / -9.15" relative_energy_kcal_mol=103.4 spin_multiplicity=1 gap_ev="9.1 / 9.1"
O 2.45558 0.35716 0.08481 -0.0824 0.0394 -0.2025
N -0.32310 -2.21695 -0.44031 -0.9069 0.4379 0.0168
N 0.19173 0.83542 0.38882 0.2749 -0.3612 0.1160
N -1.03787 0.95573 0.17575 0.2588 0.2860 0.1592
C 1.24159 0.25346 0.59315 -0.5421 0.3617 -0.0381
C -1.34258 -1.67767 -0.40007 0.6138 -0.3970 -0.0570
H 2.45003 0.85251 -0.75329 -0.0103 -0.0464 0.1446
H -2.26469 -1.12680 -0.35827 0.2914 -0.2663 -0.0286
H -1.37069 1.76713 0.70941 0.1028 -0.0541 -0.1104

***

19
Properties=species:S:1:pos:R:3:forces:R:3 method="wB97M-V/def2-TZVPD" largest_force_ev_per_a=0.73 homo_energy_ev=-9.56 relative_energy_kcal_mol=14.6 spin_multiplicity=1 gap_ev=10.7
O -1.13805 -1.45806 0.29438 0.2126 0.3329 -0.0848
C 0.65933 -0.37590 1.23350 0.1618 -0.0145 0.1087
C 0.70246 0.01028 -0.24353 0.2253 0.2217 -0.0046
C 1.07163 1.50392 -0.41343 0.1266 -0.0374 -0.0103
C -0.64469 -0.56081 -0.73794 -0.4699 -0.5419 -0.1395
C -1.61216 0.56922 -0.98185 0.2148 0.4428 0.0368
C -0.07302 -1.70187 1.20200 0.1832 0.0326 0.1499
H -1.19429 1.13244 -1.82501 -0.3979 0.0409 0.0125
H 0.60469 -2.49897 0.84159 -0.2534 0.1080 0.0104
H 0.04546 0.35587 1.78034 0.2267 -0.1213 -0.0698
H -0.48521 -2.00995 2.17074 -0.0113 0.0760 -0.2781
H -2.66526 0.33622 -1.16032 0.3061 -0.3150 -0.0308
H 1.65610 -0.41484 1.66747 0.0222 -0.0347 0.1686
H -1.53803 1.22717 -0.10685 -0.3327 -0.0402 -0.1608
H 2.10820 1.60320 -0.07022 -0.1106 0.0288 -0.0569
H 1.05668 1.87687 -1.44535 -0.1086 -0.2746 0.1286
H 0.49014 2.20921 0.19811 -0.0645 -0.4105 -0.1413
H 1.47147 -0.55232 -0.78009 0.1889 -0.0591 0.3275
H -0.48782 -1.22058 -1.61150 -0.1191 0.5655 0.0338